(1)
Below is 2 unconnected molecules or ions with the total composition C3H10S at a distorted geometry, with properties calculated with ωB97M-V/def2-TZVPD.

The value obtained for the energy relative to the best compared isomer or geometry (same formula, charge and spin) is 5.8 kcal/mol. As for the HOMO-LUMO gap: 10.68 eV. The value obtained for the HOMO energy is -9.8309 eV.

```
14
Properties=species:S:1:pos:R:3:forces:R:3
C -0.473 -0.365 1.256 -0.17 0.38 0.39
C 0.908 -0.148 0.688 1.16 -0.91 -0.54
C 1.626 1.199 0.801 -0.54 -0.05 -0.64
H -1.191 0.409 1.005 -0.05 0.22 -0.48
H -0.853 -1.311 0.880 -0.18 -0.11 0.18
H -0.491 -0.357 2.346 0.22 -0.29 0.12
H 1.590 -0.933 1.048 -0.27 0.14 0.48
H 0.897 -0.434 -0.374 -0.23 0.39 -0.02
H 2.687 1.058 0.619 0.17 0.00 0.05
H 1.508 1.727 1.745 -0.15 -0.10 0.09
H 1.260 1.822 -0.022 0.04 0.32 0.34
S -2.073 -1.114 -2.964 0.26 -0.38 0.29
H -2.280 0.109 -3.433 -0.18 0.25 -0.20
H -3.116 -1.661 -3.595 -0.06 0.13 -0.08
```
Forces are in eV/Å.

---

(2)
Below is 2 unconnected molecules or ions with the total composition C3H10S at a distorted geometry, with properties calculated with ωB97M-V/def2-TZVPD.

The value obtained for the energy relative to the best compared isomer or geometry (same formula, charge and spin) is 2.7 kcal/mol. As for the HOMO-LUMO gap: 10.72 eV. The value obtained for the HOMO energy is -9.8523 eV.

```
14
Properties=species:S:1:pos:R:3:forces:R:3
C -1.117 -0.817 -0.887 -0.45 0.42 -0.16
C -0.966 0.010 0.402 -1.26 -0.76 -0.03
C 0.041 -0.608 1.356 0.50 -0.03 -0.03
H -0.157 -0.967 -1.374 0.08 -0.08 -0.12
H -1.809 -0.342 -1.610 0.45 0.00 0.32
H -1.576 -1.788 -0.680 0.27 -0.04 0.14
H -1.974 0.011 0.851 0.33 0.27 0.09
H -0.704 1.046 0.180 0.08 -0.08 -0.02
H 0.101 -0.099 2.316 0.08 0.42 -0.08
H -0.140 -1.654 1.654 -0.09 0.22 -0.64
H 1.006 -0.519 0.833 0.01 -0.33 0.53
S 2.150 2.009 -1.542 -0.12 0.08 -0.13
H 2.410 2.787 -0.483 0.05 -0.11 0.03
H 2.736 0.929 -1.016 0.05 0.02 0.12
```
Forces are in eV/Å.

---

(3)
Below is 2 unconnected molecules or ions with the total composition C3H10S at a distorted geometry, with properties calculated with ωB97M-V/def2-TZVPD.

The value obtained for the energy relative to the best compared isomer or geometry (same formula, charge and spin) is 7.6 kcal/mol. As for the HOMO-LUMO gap: 9.95 eV. The value obtained for the HOMO energy is -9.0836 eV.

```
14
Properties=species:S:1:pos:R:3:forces:R:3
C 0.463 1.096 -1.027 -0.43 1.80 0.55
C -0.340 0.258 -0.029 -0.36 -0.80 -0.05
S -2.004 -0.242 -0.828 1.24 0.09 0.98
H -0.065 2.107 -1.127 0.86 -1.29 -0.07
H 0.547 0.657 -2.027 -0.13 -0.12 0.30
H 1.497 1.292 -0.646 -0.84 -0.18 -0.24
H 0.252 -0.634 0.266 -0.64 0.24 -0.39
H -0.591 0.769 0.921 0.23 0.08 -0.72
H -2.465 -0.887 0.270 0.06 0.17 -0.35
C 3.209 -0.760 2.183 0.33 0.62 0.65
H 3.174 -1.652 2.832 -0.30 0.39 -0.35
H 3.183 0.154 2.842 0.09 -0.94 -0.67
H 2.346 -0.700 1.492 0.65 -0.26 0.31
H 4.190 -0.801 1.664 -0.78 0.19 0.06
```
Forces are in eV/Å.

---

(4)
Below is 2 unconnected molecules or ions with the total composition C3H10S3 at a distorted geometry, with properties calculated with ωB97M-V/def2-TZVPD.

The value obtained for the energy relative to the best compared isomer or geometry (same formula, charge and spin) is 7.4 kcal/mol. As for the HOMO-LUMO gap: 8.94 eV. The value obtained for the HOMO energy is -8.2843 eV.

```
16
Properties=species:S:1:pos:R:3:forces:R:3
C 0.993 0.805 2.075 0.20 0.08 0.15
S 0.142 1.377 0.592 -0.23 -0.09 -0.09
C 1.453 1.277 -0.642 0.19 -0.28 0.22
H 1.815 0.140 1.807 -0.16 -0.19 -0.01
H 0.271 0.286 2.708 0.09 -0.04 -0.10
H 1.423 1.617 2.651 -0.01 0.22 0.02
H 2.060 2.173 -0.639 0.11 0.14 -0.10
H 2.088 0.411 -0.440 -0.08 0.04 0.00
H 1.002 1.120 -1.617 -0.10 0.13 -0.06
C -2.295 -0.963 -1.471 -0.40 -0.90 -0.27
S -1.012 -2.262 -1.599 0.21 0.74 -0.43
S -0.276 -2.481 0.280 -0.13 -0.56 0.93
H -2.428 -0.662 -0.435 0.20 0.23 -0.11
H -3.217 -1.448 -1.800 -0.05 0.24 0.01
H -2.056 -0.152 -2.160 0.06 0.04 0.38
H 0.037 -1.238 0.689 0.10 0.20 -0.55
```
Forces are in eV/Å.

---

(5)
Below is 2 unconnected molecules or ions with the total composition C3H10S3 at a distorted geometry, with properties calculated with ωB97M-V/def2-TZVPD.

The value obtained for the energy relative to the best compared isomer or geometry (same formula, charge and spin) is 15.4 kcal/mol. As for the HOMO-LUMO gap: 8.75 eV. The value obtained for the HOMO energy is -8.4141 eV.

```
16
Properties=species:S:1:pos:R:3:forces:R:3
C 1.203 -1.693 0.260 1.01 0.56 1.07
C 1.506 -1.635 -1.208 -1.16 -0.93 -1.07
S 0.166 -2.559 -2.123 0.16 -0.04 0.26
H 1.086 -2.716 0.612 -0.49 -0.16 -0.27
H 2.083 -1.377 0.841 -0.08 0.25 -0.30
H 0.397 -1.053 0.608 -0.23 -0.28 -0.29
H 2.411 -2.168 -1.409 0.61 -0.20 -0.12
H 1.508 -0.702 -1.751 0.27 0.64 0.72
H 0.787 -2.586 -3.309 -0.02 0.02 -0.01
C -1.926 2.538 0.440 -1.00 -0.55 0.35
S -1.203 0.952 0.904 0.59 0.84 -0.04
S 0.644 1.746 1.604 -0.08 -0.39 0.15
H -1.468 3.005 -0.424 -0.08 -0.18 -0.19
H -2.994 2.320 0.333 0.15 0.03 -0.68
H -1.937 3.209 1.273 0.43 0.44 0.59
H 0.510 2.981 1.106 -0.08 -0.06 -0.17
```
Forces are in eV/Å.

---

(6)
Below is 2 unconnected molecules or ions with the total composition C3H10SSi at a distorted geometry, with properties calculated with ωB97M-V/def2-TZVPD.

The value obtained for the energy relative to the best compared isomer or geometry (same formula, charge and spin) is 27.6 kcal/mol. As for the HOMO-LUMO gap: 9.92 eV. The value obtained for the HOMO energy is -9.3410 eV.

```
15
Properties=species:S:1:pos:R:3:forces:R:3
Si -2.895 0.717 2.801 1.59 0.67 -2.09
S -1.131 1.811 2.039 -1.85 1.87 1.57
H -3.836 0.959 1.698 -0.49 -0.22 0.32
H -3.375 0.961 4.115 -0.33 0.39 0.95
H -2.157 -0.492 2.685 -0.21 -1.53 0.14
H -1.822 2.980 2.512 1.29 -1.18 -0.90
C 2.166 -1.264 -2.325 -1.79 -2.00 -0.17
C 1.176 -0.423 -2.034 0.21 -1.96 -0.93
C -0.180 -0.865 -1.647 0.10 0.21 1.82
H 1.886 -2.390 -2.409 0.72 1.98 0.35
H 3.164 -1.006 -2.571 0.67 0.39 -0.14
H 1.228 0.594 -2.071 1.03 2.80 0.04
H -1.035 -0.193 -1.970 1.10 -1.05 0.15
H -0.056 -0.730 -0.489 -1.05 -0.78 -1.77
H -0.196 -1.917 -1.989 -1.00 0.40 0.67
```
Forces are in eV/Å.